Entry 1:
{
  "formula": "C5H7NO2",
  "method": "ωB97M-V/def2-TZVPD",
  "species": ["O", "O", "N", "C", "C", "C", "C", "C", "H", "H", "H", "H", "H", "H", "H"],
  "xyz": [[-1.089, 0.030, 0.281], [0.185, -0.995, -1.357], [-2.515, -1.472, -1.017], [-3.587, -1.203, -0.450], [-0.638, -0.720, -0.569], [0.957, 1.739, 1.001], [1.699, 0.773, 0.659], [2.833, 0.136, 0.028], [-0.250, 1.332, 0.800], [2.593, -0.154, -0.995], [-3.652, -0.704, 0.532], [3.124, -0.756, 0.583], [-4.549, -1.578, -0.831], [3.678, 0.839, -0.006], [1.211, 2.732, 1.339]],
  "forces_ev_per_angstrom": [[-0.29, -3.34, -1.81], [-1.36, -1.11, 0.52], [-1.04, -0.22, -0.19], [0.04, -0.50, 0.40], [1.16, 4.02, 1.21], [-3.91, -0.50, -0.14], [0.92, -0.83, -1.02], [0.51, 0.01, 0.50], [3.19, 2.21, 1.22], [-0.05, -0.02, 0.00], [0.30, 0.14, -0.36], [0.19, -0.03, -0.11], [0.24, 0.08, -0.23], [0.18, -0.19, -0.07], [-0.08, 0.28, 0.07]],
  "mulliken_charge": [-0.52, -0.37, -0.34, -0.19, 0.82, -0.40, -0.07, -0.79, 0.24, 0.23, 0.24, 0.25, 0.29, 0.30, 0.32],
  "spin_multiplicity": 1,
  "homo_lumo_gap_ev": [9.911, 4.953],
  "total_energy_ev": -10877.215,
  "homo_energy_ev": [-9.31, -6.59]
}


Entry 2:
{
  "formula": "C2H5NO4",
  "method": "ωB97M-V/def2-TZVPD",
  "species": ["O", "O", "O", "O", "N", "C", "C", "H", "H", "H", "H", "H"],
  "xyz": [[-0.595, 0.190, -0.781], [1.380, -1.027, -0.920], [0.038, -1.137, 0.955], [2.470, 0.800, 0.367], [1.291, 0.835, 0.488], [-1.478, 0.859, 0.012], [0.498, -0.394, -0.135], [1.085, -1.052, -1.817], [0.354, -2.078, 0.966], [-2.343, 1.099, -0.535], [-1.028, 1.669, 0.528], [-1.672, 0.238, 0.872]],
  "forces_ev_per_angstrom": [[2.76, -1.61, -2.27], [-0.12, -0.87, 0.10], [0.70, -1.02, -0.03], [-0.53, -0.41, -0.20], [-0.36, 0.26, 0.60], [-0.14, -0.33, 2.66], [-0.10, 1.15, 1.32], [-0.44, 0.00, -1.02], [-0.14, 1.47, -0.41], [-0.96, 0.35, -0.65], [0.38, 1.54, -0.23], [-1.04, -0.53, 0.14]],
  "mulliken_charge": [-0.42, -0.50, -0.56, -0.32, 0.06, -0.87, 0.96, 0.33, 0.33, 0.27, 0.38, 0.35],
  "smiles": "COC(O)(O)N=O",
  "spin_multiplicity": 1,
  "homo_lumo_gap_ev": 8.920,
  "total_energy_ev": -11831.832,
  "homo_energy_ev": -8.70
}


Entry 3:
{
  "formula": "C3H5NO",
  "method": "ωB97M-V/def2-TZVPD",
  "species": ["O", "N", "C", "C", "C", "H", "H", "H", "H", "H"],
  "xyz": [[1.378, -0.281, -0.688], [1.887, 0.728, 0.065], [-2.134, 0.693, -0.346], [-0.183, -0.996, 0.018], [-1.129, 0.039, -0.052], [-3.049, 1.219, -0.350], [2.357, 0.373, 0.874], [-0.106, -1.857, -0.657], [1.035, 1.339, 0.089], [-0.057, -1.257, 1.048]],
  "forces_ev_per_angstrom": [[-2.19, -2.44, 0.96], [-1.78, 1.17, -1.71], [2.65, -1.54, 1.32], [3.69, 0.66, -1.18], [-3.51, 1.27, -2.14], [-0.21, 0.38, -0.18], [-0.40, 0.19, 0.91], [-0.86, 0.54, 0.11], [1.80, 0.14, 1.36], [0.79, -0.36, 0.54]],
  "mulliken_charge": [-0.36, -0.36, -0.09, -0.28, -0.35, 0.43, 0.23, 0.25, 0.28, 0.26],
  "spin_multiplicity": 1,
  "homo_lumo_gap_ev": [8.847, 8.845],
  "total_energy_ev": -6723.781,
  "homo_energy_ev": [-8.56, -8.55]
}